This record from the Open Molecules 2025 dataset describes a cluster of 9 separate species, C37H82BrN9O13P2 in total. The level of theory is ωB97M-V with the def2-TZVPD basis set.

Computed properties:
SMILES	COCCCCCCCC[C@H]1C(=O)N[C@@](Br)(P(O)O)[C@H]1[PH2]=O.CNC(C)=O.CNC(C)=O.CNC(C)=O.CNC(C)=O.CNC(C)=O.CNC(C)=O.CNC(C)=O.CNC(C)=O
lowest unoccupied orbital energy	0.078	eV
relative energy (zero: lowest compared OMol25 entry of this formula, charge and spin)	198.9	kcal/mol
HOMO-LUMO gap	8.46	eV

```
144
Properties=species:S:1:pos:R:3:forces:R:3
C -0.353 -3.405 -0.398 0.43 -0.26 0.43
O -1.835 -3.247 -0.562 1.45 -1.13 -1.14
C -2.249 -4.077 -1.704 0.48 0.15 -1.52
C -3.833 -3.961 -2.112 -0.56 0.18 0.83
C -4.784 -3.321 -0.894 0.39 -0.93 -0.92
C -6.313 -3.181 -1.473 0.39 -0.31 -0.85
C -6.940 -1.667 -1.420 -0.90 -1.18 0.52
C -6.676 -0.852 -0.023 -0.26 1.61 -0.47
C -7.052 0.744 -0.352 0.40 -0.24 0.09
C -5.985 1.459 -1.380 0.35 0.24 -0.62
C -4.460 1.481 -0.752 -0.75 0.78 -0.83
C -3.358 0.367 -1.321 -0.28 -2.79 -2.59
O -3.457 -0.515 -2.319 0.76 5.76 6.93
N -2.173 0.694 -0.394 -1.55 1.11 -2.90
C -2.131 2.234 -0.315 -0.26 -1.23 0.28
Br -2.358 2.842 1.619 0.16 -0.51 -0.40
P -0.438 2.702 -1.065 1.74 0.80 -0.97
O 0.846 1.939 -0.112 -1.29 3.14 -0.29
O -0.175 4.448 -0.872 -1.31 -2.40 -0.79
C -3.517 2.829 -1.039 0.25 -0.15 1.80
P -3.421 3.346 -2.886 2.81 -3.37 -3.30
O -2.590 2.342 -3.799 -2.49 2.82 3.01
H 0.217 -2.368 -0.470 -1.36 -1.86 -0.18
H -0.082 -3.843 0.667 -0.98 0.92 -2.57
H 0.072 -4.149 -1.229 -0.82 1.71 1.90
H -1.631 -3.677 -2.643 -1.22 -0.95 1.79
H -1.897 -5.189 -1.526 -0.92 2.05 -0.21
H -4.257 -5.045 -2.319 0.96 2.18 0.20
H -3.980 -3.281 -3.081 0.45 -1.53 2.17
H -4.270 -2.311 -0.602 -1.28 -2.04 -0.34
H -4.827 -4.094 -0.005 0.37 1.91 -1.68
H -6.255 -3.475 -2.629 -0.24 0.63 2.38
H -6.999 -4.013 -0.982 1.35 2.03 -0.77
H -8.123 -1.795 -1.511 2.47 0.40 0.14
H -6.600 -1.115 -2.394 -0.39 -0.77 2.14
H -5.566 -0.837 0.346 -1.97 -0.41 -0.83
H -7.339 -1.233 0.891 1.41 0.72 -2.28
H -8.122 0.771 -0.830 2.03 0.12 0.90
H -7.070 1.410 0.624 -0.09 -1.56 -2.03
H -5.904 0.950 -2.434 -0.32 0.82 2.04
H -6.362 2.572 -1.588 0.90 -2.26 0.57
H -4.646 1.454 0.403 1.01 -0.34 -2.06
H -1.270 0.239 -0.671 -1.09 0.54 0.22
H 1.480 2.685 0.154 -1.14 -1.35 -0.39
H -0.548 4.820 -1.725 0.89 -0.60 1.24
H -3.714 3.774 -0.354 -0.21 -1.94 -1.66
H -4.752 3.496 -3.485 0.80 0.17 1.18
H -2.784 4.656 -3.055 -0.86 -0.66 0.82
C 2.583 -5.863 3.147 0.00 -0.29 0.06
C 2.070 -4.771 2.250 -0.25 0.47 -0.48
O 1.260 -4.987 1.353 0.70 -0.40 0.62
N 2.533 -3.503 2.457 -0.42 -0.76 -0.19
C 3.478 -3.048 3.449 -0.04 0.52 -0.18
H 2.125 -6.814 2.862 0.02 0.31 -0.04
H 3.667 -5.956 3.042 -0.06 0.06 0.18
H 2.318 -5.649 4.186 0.20 -0.04 -0.04
H 2.143 -2.823 1.814 0.15 -0.17 0.17
H 2.986 -2.290 4.063 0.17 -0.03 0.21
H 4.324 -2.595 2.927 0.10 -0.12 0.31
H 3.835 -3.858 4.087 -0.10 0.12 -0.24
C 7.683 -4.663 4.167 0.00 -0.28 0.05
C 7.170 -3.571 3.270 -0.21 0.44 -0.48
O 6.360 -3.787 2.373 0.25 -0.09 0.21
N 7.633 -2.303 3.477 -0.44 -0.70 -0.17
C 8.578 -1.848 4.469 -0.01 0.37 -0.16
H 7.225 -5.614 3.882 -0.04 0.28 -0.03
H 8.767 -4.756 4.062 -0.03 0.13 0.20
H 7.418 -4.449 5.206 0.19 -0.05 -0.03
H 7.243 -1.623 2.834 0.14 -0.19 0.16
H 8.086 -1.090 5.083 0.22 -0.01 0.18
H 9.424 -1.395 3.947 0.13 -0.07 0.31
H 8.935 -2.658 5.107 -0.09 0.11 -0.25
C -0.255 8.043 3.246 0.19 0.16 0.14
C -1.626 7.429 3.305 -0.89 -0.17 0.37
O -2.398 7.639 4.238 0.38 -0.03 -0.33
N -2.007 6.615 2.278 0.10 0.52 0.58
C -1.254 6.247 1.103 -0.30 -0.36 0.14
H -0.095 8.665 4.130 -0.19 -0.19 -0.17
H 0.506 7.259 3.232 0.01 0.15 -0.17
H -0.166 8.676 2.358 0.16 -0.16 0.03
H -2.943 6.239 2.388 0.28 0.07 -0.01
H -1.821 6.566 0.224 0.24 -0.06 -0.22
H -1.153 5.160 1.092 0.18 0.43 -0.21
H -0.264 6.705 1.082 -0.24 -0.06 0.06
C -8.834 4.363 3.335 -0.23 0.00 0.13
C -7.993 3.657 2.308 0.05 -0.64 -0.58
O -8.404 2.684 1.682 0.01 0.64 0.49
N -6.734 4.130 2.078 -0.59 -0.30 0.00
C -6.072 5.251 2.703 0.33 -0.16 -0.25
H -9.809 3.874 3.408 0.29 0.02 -0.13
H -8.348 4.314 4.314 -0.06 0.20 -0.07
H -8.990 5.404 3.040 0.08 -0.03 0.20
H -6.229 3.604 1.373 -0.10 0.14 0.20
H -5.800 5.963 1.921 0.06 0.23 0.24
H -5.163 4.882 3.185 0.02 0.29 0.16
H -6.701 5.746 3.444 0.10 -0.16 -0.19
C 12.883 -5.041 2.085 0.24 0.11 0.09
C 11.402 -4.927 2.314 -0.73 0.19 0.23
O 10.925 -4.156 3.143 0.22 -0.21 -0.21
N 10.576 -5.715 1.566 0.39 0.50 0.53
C 10.937 -6.676 0.550 -0.42 -0.04 -0.02
H 13.410 -4.354 2.752 -0.26 -0.13 -0.11
H 13.219 -6.059 2.302 0.05 0.08 -0.19
H 13.124 -4.773 1.052 0.07 -0.19 0.08
H 9.593 -5.583 1.777 0.22 -0.04 -0.13
H 10.458 -6.376 -0.385 0.18 -0.24 -0.11
H 10.552 -7.652 0.855 0.17 -0.10 -0.25
H 12.016 -6.741 0.402 -0.23 0.08 0.11
C -4.960 -2.253 3.338 0.20 0.15 -0.12
C -6.119 -3.127 2.947 -0.45 -0.45 -0.78
O -6.354 -3.418 1.777 0.10 0.14 0.77
N -6.926 -3.601 3.940 0.27 0.16 -0.47
C -6.820 -3.375 5.362 -0.34 -0.25 -0.07
H -4.410 -1.953 2.442 -0.20 -0.17 0.11
H -5.322 -1.352 3.840 0.13 -0.09 0.11
H -4.279 -2.806 3.993 -0.05 0.19 0.06
H -7.685 -4.181 3.600 0.22 0.17 0.10
H -6.711 -4.346 5.852 0.06 0.18 0.28
H -7.745 -2.903 5.701 0.16 0.04 0.29
H -5.972 -2.739 5.621 -0.16 -0.13 -0.16
C 3.993 3.227 -4.482 -0.16 0.05 0.18
C 3.202 3.070 -3.213 -0.06 0.03 0.42
O 3.061 3.990 -2.412 -0.08 -0.13 -0.01
N 2.631 1.856 -2.962 0.34 0.74 0.00
C 2.680 0.661 -3.770 -0.26 -0.10 0.30
H 4.386 4.245 -4.543 -0.17 -0.20 0.12
H 4.836 2.530 -4.486 -0.11 -0.04 -0.16
H 3.350 3.052 -5.348 0.38 -0.07 0.38
H 2.114 1.827 -2.089 0.09 -0.11 -0.23
H 1.655 0.383 -4.026 0.13 -0.21 -0.19
H 3.129 -0.135 -3.171 0.00 -0.18 -0.26
H 3.259 0.800 -4.684 -0.12 0.10 0.21
C 2.634 4.305 -9.301 -0.25 0.10 0.01
C 3.643 3.648 -8.400 0.26 -0.32 0.62
O 3.386 3.352 -7.236 0.02 0.17 -1.12
N 4.879 3.380 -8.912 -0.64 0.09 0.41
C 5.373 3.648 -10.242 0.33 -0.18 0.18
H 1.699 4.455 -8.755 0.29 -0.10 -0.01
H 3.004 5.281 -9.627 -0.06 -0.13 -0.15
H 2.432 3.666 -10.165 0.05 0.20 -0.03
H 5.503 2.938 -8.247 -0.17 0.12 -0.20
H 5.677 2.698 -10.688 0.03 0.18 -0.27
H 6.244 4.300 -10.155 -0.03 0.02 -0.32
H 4.623 4.125 -10.876 0.10 -0.11 0.22
```
Positions in Å, forces in eV/Å.